No. 1
# C28H76O16S

A 12-piece molecular cluster, C28H76O16S overall at a distorted geometry (the ωB97M-V functional and the def2-TZVPD basis, OMol25).

Summary:
* HOMO level: -9.9003 eV
* net charge: 0
* multiplicity: 1
* SMILES string: O=C(O)C[C@H]1CCS(=O)(=O)OC1.CCO.CCO.CCO.CCO.CCO.CCO.CCO.CCO.CCO.CCO.CCO

```
121
Properties=species:S:1:pos:R:3:forces:R:3
O 5.847 -0.831 0.185 0.00 -0.01 -0.05
C 5.315 -0.546 -0.847 0.13 0.00 0.22
O 5.434 0.720 -1.375 -0.30 -0.17 -0.29
C 4.524 -1.531 -1.678 -0.01 0.25 0.13
C 3.015 -1.166 -1.713 0.66 0.02 -0.47
C 2.678 -0.377 -2.988 -0.20 0.75 0.54
C 1.158 -0.207 -3.246 0.66 -0.90 -0.20
S 0.209 -0.827 -1.905 -1.20 0.76 -0.35
O 0.474 -0.019 -0.753 0.18 -0.27 0.28
O -1.154 -0.984 -2.328 0.45 -0.23 0.27
O 0.778 -2.282 -1.725 0.28 -0.14 -0.28
C 2.225 -2.451 -1.614 0.23 -0.24 0.92
H 4.658 1.242 -1.118 0.15 0.18 0.22
H 4.694 -2.499 -1.210 -0.08 -0.10 -0.13
H 4.927 -1.510 -2.691 0.04 -0.20 0.00
H 2.828 -0.543 -0.838 -0.35 -0.07 -0.02
H 3.108 0.617 -2.856 0.08 -0.02 -0.20
H 3.156 -0.815 -3.862 -0.06 -0.15 0.00
H 0.855 -0.823 -4.092 -0.13 0.21 -0.10
H 0.864 0.820 -3.429 -0.12 0.01 0.09
H 2.549 -3.183 -2.356 -0.27 0.14 -0.23
H 2.403 -2.906 -0.638 -0.07 -0.03 -0.05
C -2.056 2.423 -5.974 0.09 -0.05 -0.02
C -1.321 1.199 -5.459 0.32 0.33 -0.01
O 0.066 1.233 -5.839 -0.14 -0.02 -0.03
H -1.989 2.480 -7.061 -0.02 -0.02 0.00
H -3.108 2.402 -5.686 0.02 -0.01 0.05
H -1.600 3.329 -5.566 -0.09 0.04 0.02
H -1.738 0.287 -5.869 0.07 -0.09 0.00
H -1.390 1.138 -4.371 -0.17 -0.10 0.02
H 0.435 2.038 -5.461 0.07 0.06 -0.13
C 0.130 3.245 1.646 0.06 0.13 -0.01
C 0.426 3.151 0.160 0.18 -0.07 0.09
O 1.732 3.631 -0.157 -0.07 0.16 0.01
H 0.218 4.278 1.988 -0.03 0.01 0.00
H -0.875 2.885 1.871 0.01 -0.03 -0.01
H 0.845 2.646 2.213 -0.03 -0.06 0.00
H -0.276 3.765 -0.408 0.01 0.01 -0.02
H 0.337 2.123 -0.180 -0.20 -0.04 -0.02
H 2.368 3.079 0.318 0.16 -0.03 -0.01
C 6.626 2.644 1.172 0.00 -0.09 -0.06
C 5.207 3.172 1.232 0.24 -0.03 0.12
O 4.247 2.143 0.971 -0.40 0.02 -0.22
H 6.824 2.202 0.195 0.01 0.03 0.04
H 7.345 3.444 1.350 -0.03 0.03 0.02
H 6.783 1.864 1.921 0.02 0.03 0.02
H 5.052 3.935 0.473 -0.05 0.01 -0.01
H 5.000 3.617 2.211 -0.01 0.06 -0.05
H 4.351 1.450 1.631 0.07 -0.07 -0.01
C 3.455 7.896 0.305 0.02 0.00 -0.04
C 4.012 6.495 0.136 0.11 0.18 0.26
O 5.438 6.487 0.258 -0.09 -0.11 -0.13
H 3.887 8.566 -0.439 -0.03 -0.01 -0.03
H 2.370 7.902 0.194 -0.01 -0.01 0.00
H 3.703 8.293 1.293 -0.05 -0.02 0.03
H 3.778 6.105 -0.853 0.07 -0.05 -0.01
H 3.579 5.817 0.878 -0.11 -0.03 -0.09
H 5.655 6.818 1.135 0.04 0.03 0.01
C -5.831 -0.307 -3.991 0.04 0.02 -0.06
C -4.619 -0.767 -4.779 0.04 -0.03 0.23
O -3.398 -0.400 -4.145 -0.32 -0.02 -0.12
H -5.806 0.776 -3.856 -0.01 0.01 -0.03
H -6.757 -0.574 -4.504 0.00 -0.01 -0.01
H -5.841 -0.756 -2.999 -0.03 -0.02 0.01
H -4.597 -0.301 -5.766 0.03 -0.01 -0.02
H -4.649 -1.853 -4.919 -0.05 0.01 -0.09
H -3.373 -0.807 -3.272 0.18 0.02 0.02
C 1.387 -4.316 3.431 0.14 0.07 -0.07
C 1.945 -4.401 2.024 0.15 -0.11 0.17
O 3.282 -3.905 1.937 -0.13 0.13 -0.13
H 1.405 -3.284 3.783 -0.04 0.02 -0.02
H 0.362 -4.678 3.480 -0.01 -0.02 0.04
H 1.992 -4.910 4.121 -0.04 -0.06 -0.01
H 1.350 -3.795 1.341 0.03 0.00 -0.06
H 1.924 -5.435 1.662 -0.12 0.02 -0.04
H 3.833 -4.437 2.518 0.04 0.01 0.01
C -3.340 -3.306 4.799 0.06 0.03 -0.01
C -2.751 -4.702 4.712 0.05 0.06 0.17
O -1.405 -4.744 5.169 -0.09 0.00 -0.09
H -2.740 -2.606 4.216 -0.01 -0.01 -0.03
H -4.364 -3.286 4.424 -0.01 -0.01 0.00
H -3.343 -2.957 5.834 -0.03 -0.02 0.01
H -2.731 -5.044 3.677 0.01 -0.03 -0.01
H -3.360 -5.407 5.289 -0.05 -0.02 -0.07
H -1.403 -4.457 6.089 0.00 0.02 0.19
C 0.078 -4.225 10.045 -0.07 -0.08 -0.06
C -0.338 -3.367 8.866 -0.08 0.01 0.13
O -1.527 -3.854 8.242 0.10 -0.02 -0.15
H 0.237 -5.255 9.726 0.04 0.00 -0.01
H 0.999 -3.851 10.493 0.00 0.02 0.01
H -0.698 -4.230 10.813 0.02 0.05 0.03
H 0.430 -3.375 8.094 -0.02 0.01 -0.04
H -0.489 -2.330 9.182 0.06 0.02 -0.03
H -2.234 -3.846 8.894 -0.04 -0.03 -0.01
C -0.739 -7.105 -1.603 0.09 0.01 -0.06
C 0.013 -6.184 -0.661 -0.10 0.14 -0.10
O 1.031 -5.444 -1.331 -0.01 -0.10 -0.02
H -0.051 -7.803 -2.080 0.00 -0.02 0.02
H -1.502 -7.673 -1.069 -0.01 0.01 0.01
H -1.231 -6.531 -2.392 -0.05 0.01 0.03
H 0.513 -6.759 0.117 0.05 0.03 0.01
H -0.679 -5.486 -0.178 -0.02 -0.08 0.09
H 0.593 -4.918 -2.008 0.02 0.08 0.01
C -8.560 1.044 -0.850 0.07 -0.01 -0.07
C -7.774 -0.146 -0.331 0.07 0.16 0.06
O -6.396 -0.074 -0.686 -0.09 -0.06 0.03
H -8.470 1.114 -1.934 -0.02 -0.02 -0.01
H -9.616 0.960 -0.590 0.00 0.00 0.02
H -8.177 1.975 -0.425 -0.03 0.00 0.04
H -8.148 -1.071 -0.769 0.02 -0.03 0.00
H -7.873 -0.223 0.757 -0.07 -0.06 -0.01
H -6.031 0.728 -0.302 0.05 0.01 -0.01
C -2.000 6.355 -2.545 0.11 0.04 0.07
C -0.835 5.839 -3.367 0.13 -0.25 0.05
O 0.428 6.104 -2.768 -0.16 0.17 0.06
H -1.915 7.433 -2.405 -0.01 0.01 -0.03
H -2.952 6.138 -3.033 0.01 -0.02 0.00
H -2.009 5.892 -1.555 -0.04 -0.04 -0.02
H -0.820 6.315 -4.346 0.06 0.01 -0.01
H -0.913 4.755 -3.521 -0.23 0.03 -0.09
H 0.425 5.673 -1.906 0.22 -0.02 0.02
```
Forces are in eV/Å.

---

No. 2
# C28H77AgClN7O11

C28H77AgClN7O11 as an isolated structure at a distorted geometry (the ωB97M-V functional and the def2-TZVPD basis, OMol25).

Summary:
* ΔE to the lowest compared entry with this formula, charge and spin: 0.0 kJ/mol
* HOMO level (spin up / spin down): -10.4313 / -10.4313 eV
* net charge: +1
* multiplicity: 2

```
125
Properties=species:S:1:pos:R:3:forces:R:3
Ag -3.765 18.474 31.174 -1.79 1.13 -0.42
Cl -7.003 17.419 29.519 -0.15 -0.33 -1.15
O -7.551 18.378 30.459 -0.43 0.17 0.22
O -7.307 17.849 28.174 0.06 -0.13 0.66
O -5.561 17.396 29.680 0.57 0.12 0.22
O -7.520 16.113 29.786 -0.05 0.24 0.05
C -9.394 21.795 31.392 -0.96 -0.54 0.16
C -10.256 20.789 32.186 0.91 -0.25 -0.04
C -11.542 21.438 32.631 -0.78 -1.80 -0.37
O -11.314 22.439 33.549 0.17 1.26 0.24
C -12.479 23.201 33.815 -0.55 -0.71 0.11
N -10.540 19.489 31.481 1.21 1.33 -0.14
H -9.432 22.774 31.884 0.04 -0.08 -0.14
H -9.826 21.861 30.386 -0.14 0.08 0.23
H -8.339 21.530 31.248 -0.24 -0.45 0.48
H -9.644 20.534 33.071 -0.60 0.01 0.03
H -12.150 20.631 33.074 0.00 0.11 0.09
H -12.128 21.736 31.743 0.23 0.46 0.07
H -12.253 23.987 34.526 0.24 0.09 -0.08
H -13.250 22.551 34.269 0.17 0.17 -0.09
H -12.917 23.610 32.895 0.22 0.10 0.07
H -10.780 19.710 30.495 -0.06 -0.01 0.61
H -9.570 19.171 31.348 -0.56 -0.60 -0.10
C -7.145 19.148 34.116 -0.34 0.14 0.26
C -5.828 18.704 33.488 -0.27 0.28 -0.14
C -5.785 17.204 33.283 -0.20 0.68 0.44
O -4.561 16.917 32.628 0.61 0.18 -0.26
C -4.220 15.542 32.653 -0.23 -0.68 0.20
N -5.658 19.389 32.167 -0.32 0.60 1.00
H -7.100 20.178 34.475 0.13 -0.04 -0.05
H -7.411 18.527 34.975 0.13 -0.01 -0.04
H -7.991 19.099 33.423 0.20 -0.19 -0.10
H -4.995 19.000 34.129 0.05 -0.04 -0.07
H -6.681 16.871 32.747 0.28 -0.19 -0.30
H -5.763 16.732 34.268 -0.09 -0.09 -0.02
H -4.241 15.166 33.679 -0.01 0.12 0.02
H -3.210 15.411 32.280 0.01 0.10 -0.23
H -4.948 14.978 32.070 0.13 -0.09 -0.17
H -5.609 20.402 32.334 0.46 -0.35 -0.03
H -6.570 19.305 31.675 0.87 -0.62 -0.60
C -11.685 19.650 26.473 -0.01 0.16 0.37
C -10.578 20.416 27.197 0.00 -1.00 -0.25
C -10.953 21.870 27.427 -0.54 -0.78 -0.07
O -10.968 22.484 26.162 0.22 0.28 -0.26
C -10.700 23.854 26.217 0.84 0.46 -0.55
N -10.228 19.676 28.444 -0.04 1.05 -0.83
H -12.493 19.485 27.194 -0.15 0.16 -0.19
H -11.354 18.655 26.175 0.16 0.06 -0.13
H -12.048 20.200 25.606 -0.08 -0.06 0.03
H -9.696 20.452 26.534 -0.14 0.00 0.10
H -10.229 22.304 28.122 -0.03 0.32 -0.02
H -11.982 21.945 27.801 0.18 -0.01 0.62
H -11.278 24.395 26.969 -0.09 -0.08 0.05
H -10.872 24.292 25.232 -0.37 -0.13 0.06
H -9.619 24.026 26.379 -0.21 -0.01 0.37
H -10.633 18.730 28.435 0.36 0.24 -0.05
H -9.220 19.595 28.389 -0.01 -0.51 0.47
C -10.355 15.177 27.531 -1.09 0.59 -0.89
C -11.120 15.482 28.808 1.11 0.03 0.46
C -10.708 14.491 29.889 -0.27 -0.71 0.25
O -11.312 14.799 31.128 0.71 0.19 0.11
C -12.575 14.233 31.234 -0.96 0.76 0.52
N -10.759 16.855 29.206 0.05 -0.11 0.30
H -9.280 15.116 27.680 0.03 -0.29 0.16
H -10.531 16.015 26.844 0.16 0.02 0.11
H -10.782 14.330 26.990 0.42 -0.33 0.28
H -12.198 15.397 28.675 0.00 0.23 -0.23
H -9.634 14.462 30.071 0.13 0.35 -0.23
H -10.999 13.462 29.624 0.06 0.10 -0.24
H -13.058 14.721 32.083 0.00 -0.22 0.12
H -12.542 13.158 31.409 -0.02 -0.20 -0.20
H -13.193 14.503 30.372 -0.08 -0.42 -0.12
H -9.745 16.836 29.368 -0.42 0.12 -0.04
H -11.165 17.095 30.114 0.05 -0.21 -0.18
C -1.283 20.518 29.728 -0.24 0.55 -0.44
C -2.687 20.519 29.104 0.55 -0.55 0.72
C -2.842 19.293 28.219 -1.35 1.06 0.23
O -2.817 18.163 29.070 1.00 0.19 0.17
C -2.925 16.983 28.312 -1.33 -1.14 -0.02
N -3.721 20.480 30.187 0.45 0.66 -0.18
H -0.563 20.545 28.909 0.08 0.10 0.08
H -1.056 19.626 30.308 -0.20 -0.03 0.14
H -1.145 21.422 30.326 0.14 -0.17 0.10
H -2.847 21.464 28.577 0.03 -0.29 -0.35
H -2.070 19.275 27.453 0.18 -0.23 0.03
H -3.830 19.323 27.738 0.14 -0.04 -0.20
H -3.915 16.947 27.843 0.16 0.19 -0.25
H -2.964 16.147 29.007 0.50 -0.06 -0.02
H -2.151 16.886 27.560 0.30 0.03 0.09
H -3.499 21.296 30.773 -0.11 -0.61 0.26
H -4.668 20.713 29.810 -0.09 -0.41 0.11
C -5.529 17.569 21.277 0.26 0.12 0.28
C -5.934 16.372 22.128 -0.19 -0.26 -1.09
C -7.018 16.697 23.134 0.10 -0.56 0.52
O -7.175 15.536 23.946 0.11 0.25 0.23
C -8.098 15.722 24.994 -0.45 -0.22 -0.11
N -6.341 15.275 21.220 -0.56 -0.03 0.26
H -4.900 18.242 21.866 -0.05 0.05 -0.12
H -6.362 18.158 20.886 -0.17 -0.17 0.07
H -4.950 17.202 20.432 0.07 0.07 -0.02
H -5.033 15.998 22.617 -0.15 0.12 0.37
H -7.968 16.890 22.615 0.10 0.23 -0.01
H -6.764 17.543 23.789 0.02 0.09 -0.21
H -7.834 16.530 25.690 0.13 0.03 -0.22
H -8.153 14.795 25.564 0.11 -0.01 -0.07
H -9.104 15.912 24.587 0.11 0.11 0.11
H -7.057 15.605 20.569 0.26 0.08 0.10
H -6.821 14.559 21.770 0.32 0.11 -0.09
C -7.692 23.143 29.294 0.09 0.69 -0.01
C -6.930 22.214 28.381 0.02 -0.47 -0.58
C -5.737 22.889 27.745 0.60 -0.02 0.16
O -5.029 21.957 26.921 -0.52 0.09 0.11
C -4.038 22.573 26.131 0.35 0.11 0.05
N -6.446 21.009 29.078 0.12 -1.03 -0.40
H -8.393 22.621 29.940 0.48 0.44 -0.90
H -8.237 23.868 28.688 -0.11 -0.02 0.00
H -7.048 23.739 29.951 0.21 -0.22 -0.07
H -7.568 21.910 27.535 -0.13 0.03 0.23
H -5.061 23.230 28.561 -0.17 0.15 -0.35
H -6.066 23.741 27.136 0.10 -0.01 0.19
H -3.171 22.835 26.758 -0.05 0.17 -0.18
H -4.401 23.471 25.620 -0.07 0.02 0.17
H -3.707 21.885 25.355 -0.08 -0.20 0.13
H -6.013 20.422 28.347 -0.13 0.34 0.21
H -7.232 20.398 29.337 0.15 0.52 0.23
```
Forces are in eV/Å.

---

Q: Among the records above, which one has the highest net charge?
A: C28H77AgClN7O11

---

Q: Among the records above, which one has the lowest multiplicity?
A: C28H76O16S

---

Q: The highest net charge belongs to which entry?
A: C28H77AgClN7O11

---

Q: Among the records above, which one has the lowest multiplicity?
A: C28H76O16S